Molecular formula: C17H50O11
Method: DFT, ωB97M-V/def2-TZVPD

Last columns: bonded neighbours and bond lengths (Å).
Atoms and positions in Å:
1 C 0.12 -0.38 -5.65  C2 1.385, C6 1.405, H7 1.095
2 C 0.03 -1.28 -4.61  C1 1.385, C3 1.392, H8 1.123
3 C 0.66 -0.96 -3.41  C2 1.392, C4 1.379, H9 1.033
4 C 1.41 0.19 -3.29  C3 1.379, C5 1.412, H10 1.139
5 C 1.43 1.17 -4.31  C4 1.412, C6 1.363, H11 1.046
6 C 0.78 0.85 -5.46  C1 1.405, C5 1.363, H12 1.108
7 H -0.35 -0.65 -6.60  C1 1.095
8 H -0.57 -2.23 -4.67  C2 1.123
9 H 0.60 -1.65 -2.64  C3 1.033
10 H 1.89 0.40 -2.27  C4 1.139
11 H 1.98 2.05 -4.18  C5 1.046
12 H 0.77 1.49 -6.36  C6 1.108
13 C 1.58 4.07 -1.18  O14 1.427, H15 1.071, H16 1.086, H17 1.132
14 O 2.51 3.01 -1.44  C13 1.427, H18 0.951
15 H 1.09 3.95 -0.24  C13 1.071
16 H 2.05 5.04 -1.06  C13 1.086
17 H 0.90 4.10 -2.09  C13 1.132
18 H 3.16 3.05 -0.75  O14 0.951
19 C 4.20 -1.10 1.02  O20 1.417, H21 1.075, H22 1.095, H23 1.083
20 O 3.36 -0.70 -0.05  C19 1.417, H24 0.955
21 H 3.80 -1.20 2.00  C19 1.075
22 H 4.53 -2.08 0.65  C19 1.095
23 H 5.08 -0.47 1.03  C19 1.083
24 H 2.93 -1.51 -0.29  O20 0.955
25 C -2.79 -2.99 -1.58  O26 1.436, H27 1.079, H28 1.068, H29 1.098
26 O -2.00 -1.81 -1.37  C25 1.436, H30 0.979
27 H -2.32 -3.75 -2.18  C25 1.079
28 H -3.04 -3.41 -0.63  C25 1.068
29 H -3.68 -2.77 -2.17  C25 1.098
30 H -2.05 -1.80 -0.40  O26 0.979
31 C -1.13 -3.35 4.82  O32 1.439, H33 1.055, H34 1.077, H35 1.077
32 O -0.91 -3.21 3.40  C31 1.439, H36 0.974
33 H -0.19 -3.46 5.30  C31 1.055
34 H -1.76 -2.58 5.21  C31 1.077
35 H -1.74 -4.23 4.94  C31 1.077
36 H -0.35 -2.43 3.29  O32 0.974
37 C -1.78 1.91 -3.03  O38 1.448, H39 1.032, H40 1.104, H41 1.104
38 O -2.41 0.78 -2.39  C37 1.448, H42 0.969
39 H -0.86 1.75 -3.46  C37 1.032
40 H -2.37 2.15 -3.93  C37 1.104
41 H -1.73 2.76 -2.33  C37 1.104
42 H -1.94 -0.06 -2.29  O38 0.969
43 C 1.01 -0.17 4.53  O44 1.448, H45 1.086, H46 1.088, H47 1.124
44 O 0.72 -0.77 3.24  C43 1.448, H48 0.979
45 H 0.26 0.60 4.71  C43 1.086
46 H 0.85 -0.97 5.25  C43 1.088
47 H 1.98 0.40 4.57  C43 1.124
48 H 1.06 -0.27 2.47  O44 0.979
49 C 3.20 3.11 2.65  O50 1.409, H51 1.112, H52 1.098, H53 1.073
50 O 1.93 2.65 3.08  C49 1.409, H54 0.995
51 H 3.10 4.04 2.05  C49 1.112
52 H 3.88 3.35 3.48  C49 1.098
53 H 3.59 2.29 2.07  C49 1.073
54 H 1.54 2.10 2.35  O50 0.995
55 C -3.04 -0.88 1.83  O56 1.389, H57 1.082, H58 1.114, H59 1.125
56 O -2.68 -2.11 1.29  C55 1.389, H60 0.953
57 H -2.91 -0.11 1.08  C55 1.082
58 H -4.11 -0.90 2.16  C55 1.114
59 H -2.50 -0.54 2.75  C55 1.125
60 H -2.25 -2.66 1.94  O56 0.953
61 C 1.00 -2.99 0.67  O62 1.420, H63 1.077, H64 1.062, H65 1.087
62 O 1.95 -2.83 -0.38  C61 1.420, H66 0.932
63 H 0.91 -4.04 0.92  C61 1.077
64 H 1.44 -2.64 1.57  C61 1.062
65 H -0.02 -2.71 0.42  C61 1.087
66 H 1.81 -3.45 -1.06  O62 0.932
67 C 0.04 1.10 0.30  O68 1.396, H69 1.111, H70 1.049, H71 1.126
68 O 1.28 1.08 0.94  C67 1.396, H72 0.980
69 H -0.67 1.69 0.92  C67 1.111
70 H 0.15 1.57 -0.63  C67 1.049
71 H -0.42 0.07 0.28  C67 1.126
72 H 1.91 0.62 0.34  O68 0.980
73 C -4.61 2.67 -0.10  O74 1.454, H75 1.062, H76 1.098, H77 1.097
74 O -3.30 2.05 -0.04  C73 1.454, H78 0.974
75 H -4.55 3.57 -0.67  C73 1.062
76 H -5.35 1.93 -0.45  C73 1.098
77 H -4.88 3.04 0.89  C73 1.097
78 H -3.18 1.45 -0.80  O74 0.974

Gap between HOMO and LUMO = 9.7 eV
Largest force on an atom = 2.733 eV/A
HOMO = -9.180 eV
Total energy = -1505.1636 hartree
Energy relative to the best compared isomer or geometry (same formula, charge and spin) = 0.816 eV
SMILES string = c1ccccc1.CO.CO.CO.CO.CO.CO.CO.CO.CO.CO.CO